Here is a molecular structure, C27H45ClN8O8P2SeY from OMol25. Energies are from the ωB97M-V functional and the def2-TZVPD basis.

```
93
Properties=species:S:1:pos:R:3
Y -0.005 0.463 0.388
Se -0.267 -2.463 0.667
Cl -4.700 0.679 -3.580
P 2.604 0.882 -1.833
P 3.425 -0.027 0.714
O -0.677 -0.671 3.974
O 1.431 1.513 -1.130
O 3.762 0.628 -0.732
O -0.650 2.821 -0.122
O 0.050 0.905 2.543
O -3.477 -1.296 -0.713
O 2.046 -0.598 0.657
O -1.706 0.076 -0.899
N 3.570 1.242 1.728
N -2.813 -3.763 0.980
N 4.507 -1.226 0.927
N -1.056 2.195 -3.424
N 2.358 -0.566 -2.524
N -2.346 1.273 1.441
N -2.159 -2.710 2.774
N 3.137 1.899 -2.974
C -3.370 -3.298 3.092
C 4.108 -2.521 1.483
C -2.334 2.733 1.544
C 4.496 2.356 1.548
C -3.409 0.742 0.574
C -0.858 0.217 3.157
C -2.289 0.625 2.752
C 5.893 -0.852 1.195
C -1.840 -2.995 1.497
C -3.786 -3.972 1.948
C -2.094 1.365 -3.445
C -2.891 -4.253 -0.382
C -5.727 -4.693 3.073
C 2.907 3.338 -2.910
C -2.555 4.026 -3.791
C 4.127 1.503 -3.969
C -4.976 -4.686 1.912
C -1.289 3.495 -3.600
C -3.397 1.816 -3.616
C -1.914 3.378 0.241
C -2.863 -0.292 -0.428
C 1.111 -0.698 -3.292
C -3.642 3.165 -3.796
C -5.306 -4.016 4.225
C 2.929 -1.847 -2.124
C -4.120 -3.306 4.260
C 3.286 0.934 3.139
H 6.170 0.036 0.624
H 0.341 -1.184 -2.682
H -1.821 4.458 0.375
H 3.811 1.852 -4.953
H -2.630 1.281 3.563
H 3.829 3.867 -2.656
H -4.228 0.311 1.154
H 3.861 -1.709 -1.582
H 6.548 -1.662 0.874
H 3.055 -2.703 1.284
H 3.139 -2.426 -3.025
H -3.823 1.554 -0.026
H 4.704 -3.305 1.015
H -3.792 -2.787 5.149
H 2.147 3.561 -2.166
H 5.429 2.178 2.090
H -2.928 -0.257 2.764
H -3.871 -4.008 -0.783
H -0.422 4.146 -3.592
H -3.315 3.123 1.848
H 6.065 -0.662 2.259
H -6.662 -5.235 3.095
H 4.032 3.262 1.938
H 2.227 -2.406 -1.498
H 4.715 2.506 0.494
H -4.652 3.524 -3.941
H 2.585 0.103 3.216
H 1.303 -1.303 -4.178
H -5.302 -5.209 1.024
H -1.571 -2.116 3.364
H -0.473 2.930 -1.067
H 0.747 0.281 -3.606
H -1.612 3.000 2.317
H -1.900 0.312 -3.299
H -5.922 -4.051 5.113
H 4.220 0.420 -4.003
H 4.277 -2.544 2.563
H -2.689 5.088 -3.938
H 4.211 0.708 3.676
H -2.135 -3.740 -0.967
H 2.561 3.683 -3.885
H 5.102 1.939 -3.737
H -2.724 -5.330 -0.397
H -2.636 3.193 -0.560
H 2.801 1.798 3.591
```

Output
Highest occupied orbital energy ... -0.368 hartree
Total charge ... +1
Kohn-Sham gap ... 8.38 eV
Spin multiplicity ... 1